Model one:
5 unconnected molecules or ions with the total composition C16H45N3O5, computed with wB97M-V/def2-TZVPD.

Results
SMILES string	COC[C@H](C)N.COC[C@H](C)N.COC[C@H](C)N.CC(C)O.CO
orbital gap	9.59	eV

The geometry in ORCA input format:
```
! RIJCOSX wB97M-V def2-TZVPD def2/J DEFGRID3
* xyz 0 1
C 2.801 -0.973 -0.064
H -2.024 -7.515 4.200
H -0.507 2.299 -0.230
H -2.782 5.398 1.777
H -0.409 -6.137 -0.180
H 0.643 4.107 -3.358
C 1.864 0.109 0.520
H -0.443 -4.638 2.349
H -2.296 1.867 1.484
H 3.431 1.085 1.689
N 1.072 -0.342 1.645
C -2.205 7.351 -0.084
H 2.242 -4.002 -1.222
H -2.823 -5.614 0.882
H 2.892 3.795 -2.309
H 3.492 -1.242 0.753
O 2.059 -2.059 -0.499
N -2.728 2.785 1.323
H -0.865 -0.204 1.019
C 2.671 1.294 0.977
C -1.660 -6.652 3.691
H -0.300 -1.151 -1.024
H -2.744 7.266 -1.032
H -2.057 -0.920 -1.508
H 1.424 0.094 2.512
H -1.907 -5.663 4.140
H -0.996 3.740 1.691
H 3.561 2.252 -2.490
C 1.434 1.004 -3.680
N 0.010 -5.766 0.680
H 2.016 2.048 1.419
H 0.428 0.587 -3.566
H -0.994 0.399 -1.527
H 1.584 1.260 -4.734
H 0.212 -6.595 1.203
H 2.135 0.262 -3.267
H -0.076 -3.149 0.408
H -1.639 3.276 -1.266
O -1.638 -0.368 0.432
C -1.203 -0.529 -0.952
C -0.998 3.249 -0.379
C 1.391 2.327 -2.926
H 3.583 -3.010 -1.619
H 1.134 2.080 -1.867
H 3.397 -3.643 0.049
C -1.712 3.727 0.889
O -2.300 -6.723 2.447
O -1.527 6.148 0.276
H -3.406 2.606 0.558
H -0.221 3.946 -0.646
C -2.265 -5.438 1.799
C -0.921 -4.859 1.411
H 1.101 -1.346 1.740
H -2.866 -4.698 2.328
O 0.442 3.157 -3.525
H 1.157 0.400 -0.294
C -1.113 -3.534 0.641
H -1.591 -3.704 -0.343
C -2.425 5.115 0.794
H -0.591 -6.771 3.594
C 2.857 -3.218 -0.808
H -2.997 7.690 0.636
H 3.218 3.120 -3.919
H 3.335 -0.499 -0.915
H 3.191 1.827 0.141
H -1.402 8.130 -0.230
H -1.683 -2.759 1.158
H -3.288 5.016 0.131
C 2.829 2.906 -2.924
*
```

---

Model two:
5 unconnected molecules or ions with the total composition C16H45N3O5, computed with wB97M-V/def2-TZVPD.

Results
SMILES string	COC[C@H](C)N.COC[C@H](C)N.COC[C@H](C)N.CCO.CCO
orbital gap	9.70	eV

The geometry in ORCA input format:
```
! RIJCOSX wB97M-V def2-TZVPD def2/J DEFGRID3
* xyz 0 1
H -9.068 -2.296 -7.603
O 3.873 -5.678 8.958
H -7.664 -4.271 -7.153
H -7.536 -3.935 -8.929
H -7.596 -0.177 -7.117
C -2.947 6.399 1.995
C 5.288 -3.976 8.147
H 3.681 -6.573 9.249
H 9.534 0.422 1.110
H 8.905 -4.051 -1.367
C -6.406 9.375 1.437
H 6.306 -3.708 7.864
H -6.640 9.775 0.450
H 8.313 -2.636 -1.265
C -4.099 7.418 2.044
C -8.013 -2.168 -7.846
H -6.038 -0.954 -4.334
H 9.827 0.788 -0.371
H 10.598 -2.765 0.156
H -6.249 -1.326 -7.041
H 4.552 -3.707 7.389
H -5.774 6.029 1.951
H -7.630 -0.786 -3.554
C 9.974 -0.092 0.256
C -5.524 6.966 1.453
H 2.661 -1.324 0.188
H -3.227 5.459 2.470
H 5.959 -5.540 9.270
H -0.927 -1.815 0.456
C 9.691 -2.400 0.638
H 0.400 -2.229 -0.660
H -2.644 6.168 0.974
H -7.239 0.304 -4.753
C 8.507 -3.346 0.457
H 8.955 -4.888 2.049
N -4.325 7.894 3.422
H -6.954 10.046 2.099
H 0.547 -0.172 1.646
H -4.915 8.713 3.460
C 8.752 -4.777 0.983
H -0.297 -0.723 -0.864
C -0.054 -1.431 -0.072
N 8.157 -3.563 -0.895
H -1.986 6.658 2.439
H 9.989 -2.259 1.678
O -6.587 7.928 1.736
H 9.608 -5.271 0.523
O 9.312 -1.252 -0.127
H 7.649 -3.039 1.055
H 7.860 -5.367 0.773
H 11.013 -0.220 0.559
H -3.768 8.352 1.589
O 2.169 -0.549 0.467
H -8.606 -0.973 -9.512
H -6.227 -3.475 -7.937
C -7.319 -1.202 -6.874
C 0.971 -0.958 1.021
C -7.095 -0.747 -4.502
H 5.336 -5.980 7.568
H 5.058 -3.384 9.033
H 1.349 -1.811 1.583
H -5.522 6.807 0.375
H -5.389 9.721 1.622
H -8.144 -2.433 -9.776
H -4.690 7.264 4.122
C -7.312 -3.583 -7.922
N -7.914 -1.638 -9.197
C 5.191 -5.439 8.503
O -7.660 -1.598 -5.547
*
```

---

Relative calculated energies, zero for the most stable structure, unit kJ/mol: model one 0.0; model two 238.5.

---

Model one:
A gas-phase ion, C5H8NS (charge +1), computed with wB97M-V/def2-TZVPD.

Results
SMILES string	S[C@H]1CCC#[N+]C1
orbital gap	7.61	eV

The geometry in ORCA input format:
```
! RIJCOSX wB97M-V def2-TZVPD def2/J DEFGRID3
* xyz 1 1
H -0.689 -0.655 1.340
H 0.337 -0.659 -2.422
S 1.871 0.869 -0.845
H 1.245 -1.069 0.220
H -0.257 -1.999 -1.381
N -1.406 -0.146 -1.445
H -2.385 1.457 1.043
H -0.934 2.306 0.350
C -0.278 0.354 0.884
C -0.254 -0.882 -1.419
C 0.615 -0.316 -0.219
C -1.456 1.334 0.500
H 2.390 1.194 0.400
H 0.388 0.999 1.697
C -1.780 0.588 -0.626
*
```

---

Model two:
A gas-phase ion, C5H8NS (charge +1), computed with wB97M-V/def2-TZVPD.

Results
orbital gap	9.52	eV

The geometry in ORCA input format:
```
! RIJCOSX wB97M-V def2-TZVPD def2/J DEFGRID3
* xyz 1 1
N -0.249 0.587 -0.175
H 0.548 -2.101 0.204
H -3.392 1.735 -0.484
S -2.598 -0.494 0.036
C -2.461 1.185 -0.394
C 1.153 0.559 -0.279
H 0.291 -1.385 1.814
H -0.765 2.634 -0.610
C -0.226 -1.681 0.820
C -0.985 -0.608 0.333
H 1.432 -0.473 -0.105
C -1.154 1.613 -0.442
H 1.582 1.259 0.410
H 1.476 0.948 -1.251
H -0.971 -2.566 1.068
*
```

---

Relative calculated energies, zero for the most stable structure, unit kJ/mol: model one 283.4; model two 0.0.